No. 1
Here is a molecular structure, C22H26BaN2O13 from OMol25. Energies are from the ωB97M-V functional and the def2-TZVPD basis.

Values from the calculation:
ΔE to the lowest compared entry with this formula, charge and spin: 0.696 eV
DFT total energy: -1967.28765 Eh
charge: -2

Last column: Löwdin charge in e.
Element x y z (Å)
Ba: 0.363 0.040 -0.120  2.1863
O: -3.547 0.331 -1.709  -0.0171
C: -2.345 0.592 -1.806  -0.6958
O: -1.375 -0.221 -1.947  -0.2663
C: -1.976 2.108 -1.891  -0.1139
C: -0.634 2.401 -2.590  -0.2763
C: -0.710 3.774 -3.271  -0.1145
C: -0.711 4.711 -2.037  -0.1048
C: -0.519 3.702 -0.891  -0.2725
O: 0.279 2.678 -1.509  -0.1348
C: -1.826 2.963 -0.587  -0.1104
C: -1.673 2.293 0.804  -0.6810
O: -1.451 3.075 1.753  -0.0361
O: -1.706 1.037 0.850  -0.2194
H: -2.792 2.537 -2.478  0.1359
H: -0.254 1.579 -3.189  0.1445
H: 0.175 3.936 -3.889  0.1030
H: -1.597 3.879 -3.897  0.1041
H: 0.115 5.424 -2.072  0.1006
H: -1.640 5.271 -1.925  0.1061
H: -0.017 4.081 -0.005  0.1491
H: -2.645 3.677 -0.480  0.1455
O: -0.061 -1.046 2.567  -0.0305
C: -0.541 -2.120 2.858  -0.2124
C: -0.557 -3.364 2.091  -0.1032
C: -1.047 -4.468 2.767  0.0284
C: -1.068 -5.723 2.181  -0.1897
C: -0.602 -5.892 0.861  -0.0205
C: -0.128 -4.824 0.167  -0.0015
C: -0.066 -3.492 0.730  -0.3676
O: 0.374 -2.533 0.061  -0.2008
N: -1.557 -6.844 2.913  -0.3843
O: -1.944 -6.683 4.068  0.0120
O: -1.540 -7.952 2.379  0.0069
H: -1.037 -2.234 3.846  0.1205
H: -1.414 -4.355 3.780  0.1158
H: -0.635 -6.876 0.417  0.1067
H: 0.220 -4.932 -0.852  0.1076
C: 3.445 2.978 2.158  -0.0332
C: 2.706 1.646 2.165  -0.5229
C: 2.502 1.125 3.581  -0.0138
O: 1.436 1.839 1.530  -0.1755
C: 3.534 0.562 1.383  -0.6449
O: 4.770 0.673 1.472  -0.0288
O: 2.897 -0.342 0.779  -0.1611
H: 2.963 3.678 2.848  0.0781
H: 3.410 3.406 1.155  0.0865
H: 4.485 2.833 2.442  0.0727
H: 1.960 1.863 4.181  0.0865
H: 3.472 0.939 4.047  0.0903
H: 1.925 0.200 3.558  0.0750
H: 0.746 2.166 2.128  0.0870
C: 5.056 -1.571 -1.289  -0.0655
N: 3.838 -1.252 -2.010  -0.1742
C: 2.968 -2.344 -2.415  -0.0302
C: 3.310 -0.020 -1.883  -0.3638
O: 2.173 0.282 -2.223  -0.1099
H: 4.834 -2.242 -0.456  0.0919
H: 5.466 -0.663 -0.851  0.0756
H: 5.793 -2.037 -1.950  0.0763
H: 2.909 -2.423 -3.503  0.0859
H: 1.962 -2.202 -2.022  0.0713
H: 3.364 -3.275 -2.012  0.0862
H: 4.004 0.706 -1.440  0.1411



No. 2
Here is a molecular structure, C22H26BrN2OP2Ti from OMol25. Energies are from the ωB97M-V functional and the def2-TZVPD basis.

Values from the calculation:
2S+1: 3
ΔE to the lowest compared entry with this formula, charge and spin: 2.072 eV
DFT total energy: -5144.70900 Eh
charge: +1

Last column: Mulliken spin population.
Element x y z (Å)
Ti: 0.249 -0.439 -0.143  0.8887
Br: 4.751 -1.233 5.351  -0.0021
C: 3.752 -1.320 3.733  -0.0550
C: 4.391 -1.662 2.543  0.1197
C: 3.659 -1.694 1.377  -0.0767
C: 2.299 -1.346 1.341  0.1294
O: 1.679 -1.362 0.180  -0.0003
C: 1.638 -0.999 2.574  -0.0427
C: 0.243 -0.719 2.661  0.3981
N: -0.487 -0.540 1.572  -0.0322
C: -1.862 -0.701 1.430  -0.0995
C: -2.866 -0.452 2.363  0.1587
C: -4.184 -0.791 2.063  -0.0585
C: -4.528 -1.393 0.872  0.1236
C: -3.542 -1.681 -0.093  -0.0577
C: -3.779 -2.380 -1.300  0.1821
C: -2.706 -2.726 -2.102  -0.0658
C: -1.424 -2.317 -1.768  0.2021
N: -1.176 -1.571 -0.679  -0.0200
C: -2.206 -1.302 0.186  0.0197
C: 2.409 -1.030 3.756  0.0948
H: 5.442 -1.897 2.536  0.0082
H: 4.128 -1.985 0.446  -0.0009
H: -0.218 -0.727 3.646  0.0209
H: -2.627 0.017 3.306  0.0139
H: -4.952 -0.599 2.794  -0.0020
H: -5.550 -1.679 0.676  0.0036
H: -4.787 -2.658 -1.561  0.0065
H: -2.850 -3.311 -2.994  -0.0006
H: -0.562 -2.561 -2.389  0.0117
H: 1.935 -0.799 4.698  0.0017
C: -1.179 0.738 -2.928  0.0212
P: -1.037 1.474 -1.249  0.0254
C: -2.688 2.257 -1.075  0.0028
C: 0.012 2.960 -1.610  0.0005
C: 1.380 2.561 -2.165  0.0137
P: 1.994 1.025 -1.330  0.0514
C: 2.222 1.725 0.372  0.0182
C: 3.721 0.954 -1.931  0.0101
H: -1.263 1.514 -3.691  0.0015
H: -2.073 0.115 -2.964  0.0019
H: -0.306 0.109 -3.131  -0.0049
H: -2.918 2.852 -1.960  0.0000
H: -2.701 2.899 -0.194  -0.0006
H: -3.444 1.482 -0.953  0.0007
H: 0.127 3.506 -0.667  -0.0012
H: -0.522 3.617 -2.304  -0.0015
H: 2.102 3.373 -2.038  -0.0004
H: 1.313 2.339 -3.233  -0.0009
H: 2.510 2.779 0.321  -0.0001
H: 3.009 1.168 0.885  0.0040
H: 1.283 1.625 0.945  -0.0109
H: 4.274 1.843 -1.632  -0.0007
H: 3.710 0.877 -3.017  -0.0010
H: 4.205 0.067 -1.527  0.0013



No. 3
Here is a molecular structure, C22H26BrNO2PPtS3 from OMol25. Energies are from the ωB97M-V functional and the def2-TZVPD basis.

Values from the calculation:
ΔE to the lowest compared entry with this formula, charge and spin: 2.064 eV
DFT total energy: -5288.26183 Eh
charge: +1

Last column: Löwdin charge in e.
Element x y z (Å)
Pt: -0.397 0.376 -0.112  0.7374
C: -1.618 0.846 3.086  -0.0620
C: -2.625 1.422 2.160  -0.3062
C: -3.848 1.909 2.659  0.0116
C: -4.766 2.448 1.800  0.0372
C: -4.457 2.539 0.424  -0.1402
C: -5.342 3.095 -0.519  -0.0068
C: -4.986 3.195 -1.845  -0.0502
C: -3.732 2.773 -2.264  -0.0885
C: -2.826 2.214 -1.367  -0.6023
S: -1.261 1.803 -1.950  0.7074
C: -3.187 2.060 0.004  -0.2294
N: -2.325 1.496 0.875  0.0698
H: -2.053 0.622 4.054  0.0915
H: -0.814 1.568 3.227  0.0610
H: -1.174 -0.057 2.659  0.0502
H: -4.036 1.850 3.719  0.1227
H: -5.717 2.815 2.157  0.1309
H: -6.308 3.442 -0.181  0.1220
H: -5.670 3.619 -2.564  0.1174
H: -3.443 2.862 -3.300  0.1097
C: 4.991 1.429 -1.310  -0.0567
C: 4.840 1.227 0.188  -0.4295
C: 4.306 2.469 0.873  -0.0671
O: 4.013 0.080 0.466  -0.2742
P: 2.462 -0.111 0.275  -0.0488
S: 1.339 0.975 1.571  0.3790
S: 1.808 0.274 -1.619  0.4275
O: 2.240 -1.607 0.714  -0.3038
C: 2.931 -2.811 0.295  -0.4105
C: 4.376 -2.839 0.763  -0.0410
C: 2.824 -3.002 -1.208  -0.0522
H: 5.787 2.143 -1.495  0.0944
H: 4.069 1.817 -1.739  0.0427
H: 5.243 0.491 -1.800  0.0872
H: 5.798 0.933 0.629  0.1540
H: 3.382 2.787 0.394  0.0665
H: 5.035 3.269 0.787  0.0949
H: 4.117 2.282 1.929  0.0791
H: 2.356 -3.586 0.815  0.1522
H: 4.984 -2.152 0.180  0.0757
H: 4.758 -3.849 0.630  0.0941
H: 4.450 -2.566 1.813  0.0922
H: 3.340 -2.197 -1.729  0.0607
H: 1.781 -3.011 -1.514  0.0581
H: 3.283 -3.946 -1.487  0.0965
Br: -3.568 -5.325 -1.925  0.7582
C: -2.678 -3.746 -1.340  -0.6712
C: -3.178 -3.035 -0.258  -0.1174
C: -2.510 -1.905 0.180  -0.0985
C: -1.364 -1.450 -0.477  -0.2426
C: -0.898 -2.172 -1.581  -0.1358
C: -1.539 -3.320 -2.009  -0.1172
H: -4.080 -3.363 0.236  0.1085
H: -2.905 -1.379 1.038  0.0952
H: -0.042 -1.826 -2.148  0.0568
H: -1.167 -3.874 -2.857  0.1099



No. 4
Here is a molecular structure, C22H26Cl2IrN2O2 from OMol25. Energies are from the ωB97M-V functional and the def2-TZVPD basis.

Values from the calculation:
2S+1: 5
DFT total energy: -2138.35080 Eh
charge: +1

Last column: Mulliken spin population.
Element x y z (Å)
Ir: 0.508 -0.079 -0.348  2.5973
C: 2.193 1.743 -0.512  0.1899
C: 2.900 0.512 -0.556  0.2281
C: 2.745 -0.134 0.707  0.2686
C: 1.862 0.656 1.503  0.0690
C: 1.577 1.846 0.771  0.2485
C: 0.896 3.066 1.292  0.0063
C: 1.527 0.408 2.939  -0.0130
C: 3.479 -1.354 1.139  -0.0075
C: 3.756 0.008 -1.670  -0.0499
C: 2.242 2.841 -1.524  -0.0094
H: 1.645 3.778 1.648  0.0145
H: 0.238 2.842 2.131  0.0007
H: 0.316 3.566 0.515  0.0054
H: 2.315 0.804 3.585  0.0096
H: 1.429 -0.655 3.150  0.0039
H: 0.594 0.894 3.227  0.0019
H: 3.394 -2.149 0.402  0.0078
H: 3.114 -1.730 2.094  0.0050
H: 4.539 -1.111 1.255  0.0152
H: 4.794 0.316 -1.521  0.0103
H: 3.430 0.390 -2.636  0.0031
H: 3.733 -1.081 -1.710  0.0022
H: 2.828 3.675 -1.128  0.0091
H: 1.250 3.227 -1.762  0.0068
H: 2.711 2.515 -2.450  0.0018
Cl: 2.562 -4.687 -0.716  0.0058
C: 0.879 -4.316 -0.820  0.0821
C: -0.047 -5.368 -0.954  -0.0243
C: -1.381 -5.116 -1.058  0.0405
Cl: -2.495 -6.429 -1.234  0.0054
C: -1.857 -3.783 -1.028  -0.0156
C: -3.206 -3.400 -1.158  0.0265
C: -3.539 -2.073 -1.138  -0.0121
C: -2.530 -1.116 -0.960  -0.0035
N: -1.263 -1.441 -0.810  0.0704
C: -0.909 -2.754 -0.868  -0.1192
C: 0.480 -3.003 -0.780  0.0731
O: 1.310 -1.981 -0.678  0.2268
H: 0.315 -6.387 -0.980  -0.0002
H: -3.964 -4.162 -1.288  0.0020
H: -4.563 -1.749 -1.259  -0.0005
H: -2.769 -0.062 -0.953  0.0073
C: -3.219 3.278 -0.755  0.0000
N: -2.965 2.623 0.524  0.0013
C: -3.833 2.975 1.643  0.0015
C: -1.956 1.789 0.687  -0.0038
O: -1.155 1.476 -0.212  0.0168
H: -3.294 4.353 -0.601  -0.0002
H: -4.157 2.917 -1.177  -0.0004
H: -2.406 3.064 -1.441  0.0006
H: -4.869 2.972 1.308  0.0001
H: -3.590 3.967 2.023  -0.0001
H: -3.726 2.247 2.444  0.0001
H: -1.870 1.372 1.695  -0.0055